# 1
The following is a DFT calculation (the ωB97M-V functional and the def2-TZVPD basis) of one molecule with the formula C2H4IOP.

Each line ends with the Löwdin charge.
Element x y z (Å)
C 0.787 0.175 0.627  -0.537
C 1.659 -0.599 -0.262  -0.103
O 0.945 1.024 1.420  0.084
P -3.399 1.026 -0.814  0.089
I -1.680 -0.463 0.016  0.532
H 2.679 -0.212 -0.253  0.091
H 1.650 -1.637 0.068  0.091
H 1.253 -0.579 -1.271  0.070
H -3.895 1.264 0.468  -0.318

Computed properties:
Calculated total energy, eV: -21572.8750
HOMO (alpha / beta), eV: -6.908 / -7.692
Kohn-Sham gap (alpha / beta), eV: 5.74 / 7.24
E_LUMO (alpha / beta), Eh: -0.043 / -0.017
Multiplicity: 1



# 2
The following is a DFT calculation (the ωB97M-V functional and the def2-TZVPD basis) of one molecule with the formula C2H4IOPS.

Each line ends with the Löwdin charge.
Element x y z (Å)
C 1.697 0.134 -0.528  -0.191
C 0.365 -0.168 0.073  -0.494
P -0.352 -1.659 0.198  0.814
O -1.733 -1.449 0.905  -0.908
S -2.702 0.092 1.426  0.188
I -3.059 1.478 -0.401  0.425
H 2.374 0.121 0.228  0.040
H 1.718 1.071 -0.945  0.044
H 1.919 -0.474 -1.326  0.043
H -0.227 0.854 0.370  0.040

Computed properties:
Calculated total energy, eV: -32408.6841
HOMO, eV: -8.692
SMILES: C/C=P/OSI
Kohn-Sham gap, eV: 7.49
E_LUMO, Eh: -0.044
Multiplicity: 1



# 3
The following is a DFT calculation (the ωB97M-V functional and the def2-TZVPD basis) of one molecule with the formula C2H4IPS.

Each line ends with the Löwdin charge.
Element x y z (Å)
S 1.886 -0.539 1.142  0.580
C 1.308 -0.360 -0.506  -1.020
P -0.449 -1.007 -0.505  0.784
C -1.546 0.814 0.274  -0.784
I -3.576 0.211 0.477  0.576
H 0.634 -0.181 1.783  -0.102
H 1.829 -1.126 -1.214  0.048
H 1.595 0.601 -0.950  0.022
H -1.680 1.587 -0.501  -0.103

Computed properties:
Calculated total energy, eV: -30358.7472
HOMO (alpha / beta), eV: -8.474 / -8.687
SMILES: SC/P=C/I
Kohn-Sham gap (alpha / beta), eV: 6.92 / 7.28
E_LUMO (alpha / beta), Eh: -0.057 / -0.052
Multiplicity: 1



# 4
The following is a DFT calculation (the ωB97M-V functional and the def2-TZVPD basis) of one molecule with the formula C2H4IPS.

Each line ends with the Löwdin charge.
Element x y z (Å)
C 1.014 1.128 -0.863  -0.270
P -0.323 1.288 0.035  0.394
I -2.465 1.791 -1.286  0.153
C -0.340 -0.556 0.530  -0.871
S 0.572 -1.418 1.775  0.660
H 1.526 1.201 -1.838  -0.013
H -1.304 -0.609 1.033  -0.004
H -0.433 -1.097 -0.386  0.022
H 1.752 -1.728 1.000  -0.071

Computed properties:
Calculated total energy, eV: -30359.6260
HOMO (alpha / beta), eV: -8.480 / -8.482
SMILES: C#P(I)CS
Kohn-Sham gap (alpha / beta), eV: 6.81 / 6.81
E_LUMO (alpha / beta), Eh: -0.061 / -0.061
Multiplicity: 1



# 5
The following is a DFT calculation (the ωB97M-V functional and the def2-TZVPD basis) of C2H4LiO2Rb as an isolated structure.

Each line ends with the Mulliken spin population.
Element x y z (Å)
O 1.394 -0.660 -2.437  -1.007
Rb 3.451 -0.628 -5.607  0.003
Li 0.324 -0.684 -0.983  0.010
C -0.766 -0.757 1.715  0.887
C -0.668 1.312 0.821  0.891
O -0.669 0.012 0.658  0.147
H -0.165 -1.661 1.665  0.017
H -1.552 -0.548 2.439  0.008
H -1.637 1.807 0.784  0.032
H 0.290 1.808 0.944  0.012

Computed properties:
Calculated total energy, eV: -7082.9497
HOMO (alpha / beta), eV: -10.986 / -12.219
Total charge: +1
Kohn-Sham gap (alpha / beta), eV: 7.36 / 8.58
E_LUMO (alpha / beta), Eh: -0.133 / -0.134
Multiplicity: 2



# 6
The following is a DFT calculation (the ωB97M-V functional and the def2-TZVPD basis) of an isolated ion of composition C2H4N and charge +1.

Each line ends with the Löwdin charge.
Element x y z (Å)
C -1.691 0.309 -0.224  0.428
N -0.460 -0.022 -0.075  0.086
C 0.862 -0.145 0.113  -0.058
H -2.799 0.380 -0.173  0.154
H 1.201 -1.119 0.320  0.116
H 1.393 0.075 -0.741  0.100
H 1.494 0.522 0.780  0.173

Computed properties:
Calculated total energy, eV: -3618.2013
HOMO, eV: -18.072
SMILES: C#[N+]C
Total charge: +1
Kohn-Sham gap, eV: 11.83
E_LUMO, Eh: -0.229
Multiplicity: 1



# 7
The following is a DFT calculation (the ωB97M-V functional and the def2-TZVPD basis) of one molecule with the formula C2H4N2.

Each line ends with the Löwdin charge.
Element x y z (Å)
C -1.280 0.072 0.885  -0.052
C 0.807 -1.031 -0.910  -0.042
N -0.572 0.558 0.060  -0.164
N 0.699 -0.134 -0.047  -0.184
H -2.249 0.563 0.928  0.021
H 1.720 -1.664 -0.891  0.015
H -0.618 1.376 -0.692  0.203
H 1.492 0.260 0.666  0.203

Computed properties:
Calculated total energy, eV: -5112.5724
HOMO, eV: -8.252
Kohn-Sham gap, eV: 9.21
E_LUMO, Eh: 0.035
Multiplicity: 1



# 8
The following is a DFT calculation (the ωB97M-V functional and the def2-TZVPD basis) of a 2-piece molecular cluster, C2H4N2 overall.

Each line ends with the Löwdin charge.
Element x y z (Å)
C -2.491 -0.138 -0.098  -0.471
C 0.678 0.336 -0.269  0.163
N -3.284 -0.770 -0.673  0.135
N -1.644 0.456 0.675  0.105
H 0.947 0.470 0.735  -0.011
H 0.336 -0.627 -0.429  -0.024
H 0.760 1.059 -1.096  0.032
H -2.089 1.334 0.930  0.071

Computed properties:
Calculated total energy, eV: -5114.6788
HOMO (alpha / beta), eV: -10.293 / -8.876
Kohn-Sham gap (alpha / beta), eV: 9.76 / 6.62
E_LUMO (alpha / beta), Eh: -0.020 / -0.083
Multiplicity: 1



# 9
The following is a DFT calculation (the ωB97M-V functional and the def2-TZVPD basis) of a 2-piece molecular cluster, C2H4N2 overall.

Each line ends with the Löwdin charge.
Element x y z (Å)
C -1.242 0.184 -1.825  -0.047
C 0.697 -0.725 0.899  -0.241
N -0.594 1.140 -1.537  0.047
N -0.043 -0.122 1.681  0.001
H 1.809 -0.465 0.751  0.070
H 0.415 -1.400 -0.029  0.075
H -0.029 1.914 -1.605  0.034
H -1.012 -0.525 1.666  0.062

Computed properties:
Calculated total energy, eV: -5116.2930
HOMO, eV: -9.929
Kohn-Sham gap, eV: 11.11
E_LUMO, Eh: 0.044
Multiplicity: 1



# 10
The following is a DFT calculation (the ωB97M-V functional and the def2-TZVPD basis) of one molecule with the formula C2H4N2O.

Each line ends with the Löwdin charge.
Element x y z (Å)
H -0.800 1.716 1.626  0.053
N -0.258 0.927 1.275  0.120
C -0.866 0.383 0.310  -0.285
N -0.276 -0.629 -0.510  -0.002
C 1.133 -0.529 -0.729  -0.323
O 1.954 -0.203 0.079  0.074
H -1.844 0.709 -0.067  0.112
H -0.427 -1.590 -0.210  0.128
H 1.385 -0.784 -1.774  0.123

Computed properties:
Calculated total energy, eV: -7165.2291
HOMO, eV: -9.844
SMILES: [H]/N=C/NC=O
Kohn-Sham gap, eV: 10.67
E_LUMO, Eh: 0.030
Multiplicity: 1



# 11
The following is a DFT calculation (the ωB97M-V functional and the def2-TZVPD basis) of one molecule with the formula C2H4N2O.

Each line ends with the Löwdin charge.
Element x y z (Å)
C -0.836 -0.550 0.130  -0.176
C 1.338 0.198 -0.240  -0.118
N -2.996 0.468 1.245  0.164
N -2.012 0.122 0.673  -0.057
O 0.272 -0.018 0.649  -0.175
H -0.816 -0.756 -0.901  0.079
H 1.414 1.060 -0.972  0.104
H 1.309 -0.693 -0.883  0.074
H 2.328 0.168 0.298  0.104

Computed properties:
Calculated total energy, eV: -7162.4601
HOMO (alpha / beta), eV: -7.758 / -7.759
Kohn-Sham gap (alpha / beta), eV: 8.36 / 8.36
E_LUMO (alpha / beta), Eh: 0.022 / 0.022
Multiplicity: 1



# 12
The following is a DFT calculation (the ωB97M-V functional and the def2-TZVPD basis) of a 2-piece molecular cluster, C2H4N2O overall.

Each line ends with the Löwdin charge.
Element x y z (Å)
C 3.305 -0.504 0.088  -0.143
C -1.754 0.503 -0.031  -0.039
N 3.875 0.489 0.172  -0.049
N 0.171 -0.981 -0.455  0.134
O -0.456 -0.055 0.227  -0.241
H -2.216 0.321 0.902  0.065
H -2.191 -0.177 -0.822  0.105
H -1.689 1.681 -0.256  0.145
H 0.956 -1.277 0.175  0.022

Computed properties:
Calculated total energy, eV: -7158.7622
HOMO (alpha / beta), eV: -11.241 / -8.983
Kohn-Sham gap (alpha / beta), eV: 10.41 / 4.82
E_LUMO (alpha / beta), Eh: -0.030 / -0.153
Multiplicity: 1



# 13
The following is a DFT calculation (the ωB97M-V functional and the def2-TZVPD basis) of a 2-piece molecular cluster, C2H4N2O overall.

Each line ends with the Löwdin charge.
Element x y z (Å)
C -1.359 -0.271 -0.189  -0.237
C -0.263 0.613 -0.405  -0.206
N -2.198 -1.011 0.060  0.160
N 1.244 -1.023 0.318  0.039
O 0.056 1.648 0.390  0.021
H 0.076 0.643 -1.401  0.104
H 0.712 -1.821 -0.052  -0.019
H 0.987 -1.030 1.301  -0.020
H 0.746 2.250 -0.022  0.158

Computed properties:
Calculated total energy, eV: -7162.7150
HOMO (alpha / beta), eV: -10.025 / -8.703
Kohn-Sham gap (alpha / beta), eV: 9.55 / 8.30
E_LUMO (alpha / beta), Eh: -0.018 / -0.015
Multiplicity: 1



# 14
The following is a DFT calculation (the ωB97M-V functional and the def2-TZVPD basis) of one molecule with the formula C2H4N2O.

Each line ends with the Löwdin charge.
Element x y z (Å)
H 2.057 0.804 -0.584  0.026
N 1.128 1.024 -0.398  0.173
C 0.447 0.005 -0.146  -0.470
O 0.994 -1.264 0.037  0.037
C -0.984 -0.025 0.280  -0.187
N -1.867 -0.010 -0.604  0.139
H -2.775 -0.007 -0.179  0.048
H 1.823 -1.173 -0.461  0.104
H -0.975 -0.268 1.354  0.129

Computed properties:
Calculated total energy, eV: -7165.1586
HOMO, eV: -10.447
SMILES: [H]/N=C(O)/C=N/[H]
Kohn-Sham gap, eV: 11.17
E_LUMO, Eh: 0.026
Multiplicity: 1



# 15
The following is a DFT calculation (the ωB97M-V functional and the def2-TZVPD basis) of one molecule with the formula C2H4N2O.

Each line ends with the Löwdin charge.
Element x y z (Å)
C 0.278 -0.816 -0.197  -0.065
O -0.938 -0.106 0.299  -0.143
C -0.923 1.335 0.043  -0.422
N -1.385 2.293 0.956  0.152
N -0.141 2.231 0.794  0.151
H -0.026 -1.757 -0.636  0.074
H 0.863 -0.992 0.667  0.061
H 0.960 -0.356 -0.941  0.093
H -1.032 1.563 -0.945  0.097

Computed properties:
Calculated total energy, eV: -7163.1405
HOMO, eV: -10.420
SMILES: COC1N=N1
Kohn-Sham gap, eV: 10.61
E_LUMO, Eh: 0.007
Multiplicity: 1



# 16
The following is a DFT calculation (the ωB97M-V functional and the def2-TZVPD basis) of one molecule with the formula C2H4N2O2.

Each line ends with the Löwdin charge.
Element x y z (Å)
N 1.812 -0.057 -0.078  0.161
C 0.573 -0.263 0.466  -0.587
O 0.386 -0.799 1.539  0.064
N -0.479 0.177 -0.350  0.119
C -1.823 0.035 -0.064  -0.299
O -2.667 0.422 -0.839  0.041
H 2.594 -0.235 0.533  0.112
H 1.961 0.571 -0.852  0.100
H -0.323 0.595 -1.257  0.148
H -2.034 -0.446 0.902  0.142

Computed properties:
Calculated total energy, eV: -9215.0239
HOMO, eV: -10.343
SMILES: NC(=O)NC=O
Kohn-Sham gap, eV: 10.91
E_LUMO, Eh: 0.021
Multiplicity: 1



# 17
The following is a DFT calculation (the ωB97M-V functional and the def2-TZVPD basis) of one molecule with the formula C2H4N2O2.

Each line ends with the Löwdin charge.
Element x y z (Å)
N 0.095 1.712 -0.272  0.165
C -0.078 0.625 0.537  -0.566
O 0.067 0.630 1.733  0.105
N -0.533 -0.526 -0.199  0.099
C 0.113 -1.736 -0.107  -0.342
O 1.228 -1.885 0.330  0.053
H 0.502 2.519 0.177  0.112
H 0.336 1.557 -1.239  0.104
H -1.472 -0.503 -0.569  0.138
H -0.489 -2.564 -0.526  0.131

Computed properties:
Calculated total energy, eV: -9214.6313
HOMO, eV: -10.280
SMILES: NC(=O)NC=O
Kohn-Sham gap, eV: 10.92
E_LUMO, Eh: 0.023
Multiplicity: 1



# 18
The following is a DFT calculation (the ωB97M-V functional and the def2-TZVPD basis) of one molecule with the formula C2H4N2O2.

Each line ends with the Löwdin charge.
Element x y z (Å)
C -1.634 0.127 0.541  0.004
N -1.400 -0.628 -0.492  0.031
O -0.021 -0.655 -0.835  -0.137
C 0.699 0.508 -0.683  -0.255
N 1.885 0.506 -0.183  0.026
O 2.253 -0.731 0.345  -0.071
H -2.626 0.171 0.951  0.072
H -0.816 0.679 1.043  0.090
H 0.165 1.405 -0.979  0.132
H 1.495 -1.383 0.291  0.109

Computed properties:
Calculated total energy, eV: -9209.5495
HOMO, eV: -9.837
SMILES: C=NO/C=N\O
Kohn-Sham gap, eV: 10.37
E_LUMO, Eh: 0.020
Multiplicity: 1



# 19
The following is a DFT calculation (the ωB97M-V functional and the def2-TZVPD basis) of one molecule with the formula C2H4N2O2.

Each line ends with the Löwdin charge.
Element x y z (Å)
N 0.175 1.218 -0.213  0.039
N -0.039 -0.012 0.219  -0.197
C 1.035 -0.664 -0.107  -0.354
O 2.089 -0.097 -0.190  0.055
C -1.278 -0.574 0.014  -0.215
O -2.289 0.148 -0.244  0.002
H 1.274 1.556 0.122  0.199
H -0.308 1.887 0.549  0.157
H 0.850 -1.749 -0.115  0.145
H -1.510 -1.713 -0.036  0.169

Computed properties:
Calculated total energy, eV: -9210.9984
HOMO, eV: -9.898
SMILES: NN(C=O)C=O
Kohn-Sham gap, eV: 10.52
E_LUMO, Eh: 0.023
Multiplicity: 1



# 20
The following is a DFT calculation (the ωB97M-V functional and the def2-TZVPD basis) of a 2-piece molecular cluster, C2H4N2O2 overall.

Each line ends with the Löwdin charge.
Element x y z (Å)
C 0.056 -0.601 -1.044  -0.368
C -1.326 0.452 0.695  -0.227
H 1.745 0.323 -0.548  0.204
H 1.703 -0.421 1.266  0.151
H 1.284 -0.537 -1.207  0.130
H -1.174 1.152 1.541  0.141
N 1.014 0.350 0.697  -0.054
N -0.139 -0.102 0.172  -0.207
O -0.724 -0.770 -1.895  0.150
O -2.439 0.156 0.322  0.078

Computed properties:
Calculated total energy, eV: -9209.5856
HOMO, eV: -10.054
Kohn-Sham gap, eV: 10.06
E_LUMO, Eh: 0.000
Multiplicity: 1